1.
The following is a quantum chemistry calculation of one molecule with the formula C24H34N4O3, from the Open Molecules 2025 dataset.

XYZ file:
```
65
C24H34N4O3 ωB97M-V/def2-TZVPD
C -6.441 -1.137 -1.624
H -6.937 -1.486 -0.716
H -5.940 -1.984 -2.097
H -7.161 -0.690 -2.305
O -5.504 -0.119 -1.314
C -4.522 -0.469 -0.458
O -4.431 -1.589 0.023
C -3.603 0.602 -0.188
C -2.486 0.551 0.647
N -2.177 -0.612 1.321
C -1.060 -0.986 2.009
O -0.167 -0.235 2.342
C -1.046 -2.462 2.335
C -1.228 -3.417 1.122
N -0.289 -3.379 0.040
C -0.470 -2.456 -1.056
C 0.375 -1.177 -0.968
N 1.770 -1.532 -0.777
C 1.906 -2.283 0.461
C 1.112 -3.589 0.324
H 1.209 -4.191 1.229
H 1.536 -4.151 -0.518
H 2.957 -2.527 0.618
H 1.543 -1.710 1.327
C 2.682 -0.407 -0.934
C 2.724 0.589 0.234
C 3.613 1.775 -0.125
C 5.025 1.305 -0.461
C 4.996 0.287 -1.598
C 4.103 -0.895 -1.234
H 4.519 -1.397 -0.358
H 4.068 -1.616 -2.052
H 6.009 -0.064 -1.808
H 4.614 0.766 -2.503
H 5.647 2.158 -0.741
H 5.471 0.843 0.424
H 3.646 2.479 0.710
H 3.189 2.298 -0.986
H 1.715 0.937 0.464
H 3.121 0.096 1.123
H 2.329 0.132 -1.824
H 0.278 -0.632 -1.911
H 0.006 -0.524 -0.165
H -1.527 -2.197 -1.144
H -0.166 -2.986 -1.968
H -2.223 -3.277 0.691
H -1.194 -4.433 1.535
H -1.862 -2.667 3.032
H -0.104 -2.678 2.840
H -2.865 -1.339 1.126
C -1.858 1.829 0.574
C -0.724 2.403 1.160
C -0.377 3.696 0.842
C -1.168 4.440 -0.052
C -2.298 3.917 -0.633
C -2.642 2.605 -0.322
N -3.685 1.855 -0.760
H -4.405 2.134 -1.403
H -2.901 4.499 -1.314
H -0.874 5.454 -0.281
C 0.844 4.331 1.437
H 1.334 3.648 2.125
H 0.579 5.240 1.975
H 1.551 4.601 0.653
H -0.133 1.826 1.853
```

total energy = -37544.3284 eV
orbital gap = 7.8914 eV
LUMO = 0.24 eV
energy above the lowest of the compared OMol25 structures with the same formula, charge and spin = 17.6 kJ/mol
HOMO level = -7.650 eV

2.
The following is a quantum chemistry calculation of a 2-piece molecular cluster, C24H34N5O2PS2 overall at a distorted geometry, from the Open Molecules 2025 dataset.

XYZ file:
```
68
C24H34N5O2PS2 ωB97M-V/def2-TZVPD
C -3.307 7.320 -3.680
C -2.054 6.424 -3.553
C -1.749 6.064 -2.084
N -2.258 4.754 -1.645
C -2.496 4.494 -0.357
N -2.901 3.227 -0.284
C -2.954 2.702 -1.505
N -3.331 1.452 -1.815
C -3.713 0.474 -0.758
C -2.514 -0.249 -0.133
C -2.007 0.367 1.190
S -1.889 -0.809 2.571
C -0.309 -1.688 2.352
S -0.367 -3.298 2.288
N 0.841 -0.855 2.257
C 1.084 -0.363 0.928
C 1.791 0.829 0.837
C 2.105 1.417 -0.360
C 1.710 0.758 -1.524
C 1.005 -0.411 -1.441
C 0.676 -0.999 -0.229
C 2.029 -1.415 2.877
C 2.436 -0.855 4.075
C 3.569 -1.300 4.709
C 4.330 -2.326 4.162
C 3.914 -2.892 2.974
C 2.785 -2.429 2.342
P -3.357 1.100 -3.490
O -2.079 1.392 -4.157
N -2.545 3.677 -2.368
H -4.238 6.753 -3.538
H -3.311 8.126 -2.937
H -3.370 7.740 -4.690
H -2.244 5.534 -4.169
H -1.216 6.955 -4.010
H -0.665 6.132 -1.925
H -2.181 6.841 -1.445
H -2.384 5.181 0.470
H -4.395 -0.237 -1.239
H -4.316 1.023 -0.024
H -1.674 -0.250 -0.845
H -2.792 -1.306 -0.032
H -2.737 1.126 1.504
H -1.051 0.892 1.099
H 2.100 1.315 1.763
H 2.650 2.357 -0.397
H 1.948 1.192 -2.493
H 0.729 -0.890 -2.379
H 0.124 -1.931 -0.150
H 1.883 -0.030 4.524
H 3.928 -0.861 5.639
H 5.238 -2.674 4.645
H 4.480 -3.711 2.519
H 2.505 -2.903 1.403
H -4.356 1.934 -4.059
H -3.837 -0.221 -3.631
H -2.431 3.616 -3.375
C 2.173 -6.174 1.068
C 3.588 -6.801 1.082
C 3.453 -8.283 1.492
O 4.349 -6.157 1.994
H 1.704 -6.222 2.055
H 2.214 -5.125 0.758
H 1.509 -6.700 0.360
H 3.927 -6.808 0.014
H 3.016 -8.383 2.489
H 4.427 -8.776 1.492
H 2.805 -8.833 0.789
```

total energy = -67938.2538 eV
orbital gap = 1.9478 eV
LUMO = -1.85 eV
HOMO level = -3.797 eV

3.
The following is a quantum chemistry calculation of one molecule with the formula C24H34N6O3 at a distorted geometry, from the Open Molecules 2025 dataset.

XYZ file:
```
67
C24H34N6O3 ωB97M-V/def2-TZVPD
C -1.173 -3.023 -1.472
H -2.019 -3.377 -2.055
H -0.646 -2.285 -2.071
C -1.660 -2.433 -0.154
H -2.144 -3.223 0.423
H -2.408 -1.664 -0.354
C -0.515 -1.842 0.683
C -0.949 -1.708 2.143
H -1.853 -1.111 2.232
H -0.175 -1.260 2.762
H -1.161 -2.697 2.541
H 0.314 -2.558 0.646
C -0.019 -0.526 0.038
N 1.408 -0.571 -0.252
N 1.897 -0.424 -1.439
O 1.113 -0.238 -2.376
C 2.377 -0.702 0.817
H 1.853 -1.050 1.707
C 3.490 -1.693 0.450
C 2.924 -3.065 0.213
C 2.588 -3.882 1.286
C 2.019 -5.125 1.076
C 1.776 -5.566 -0.214
C 2.107 -4.759 -1.290
C 2.677 -3.516 -1.077
H 2.928 -2.886 -1.918
H 1.919 -5.098 -2.298
H 1.330 -6.535 -0.380
H 1.764 -5.750 1.919
H 2.778 -3.542 2.295
H 4.207 -1.717 1.273
H 3.994 -1.335 -0.447
H 2.812 0.283 1.018
C -0.347 0.768 0.809
N 0.034 1.920 0.023
N 1.307 2.177 0.040
O 1.739 3.081 -0.676
C -0.963 2.637 -0.775
H -1.937 2.219 -0.511
C -0.956 4.133 -0.410
C -1.167 4.295 1.070
C -0.097 4.547 1.917
C -0.291 4.647 3.284
C -1.558 4.495 3.819
C -2.632 4.244 2.981
C -2.436 4.143 1.616
H -3.278 3.951 0.965
H -3.624 4.129 3.393
H -1.711 4.575 4.885
H 0.550 4.847 3.932
H 0.894 4.669 1.504
H -0.008 4.580 -0.709
H -1.765 4.617 -0.960
C -0.736 2.400 -2.276
N -1.514 1.293 -2.792
N -2.400 0.744 -2.028
O -3.072 -0.189 -2.479
C -1.227 0.869 -4.144
H -0.225 0.440 -4.181
H -1.963 0.109 -4.407
H -1.297 1.715 -4.827
H -1.004 3.304 -2.835
H 0.321 2.193 -2.474
H 0.208 0.808 1.748
H -1.415 0.812 1.015
H -0.484 -0.438 -0.951
H -0.497 -3.857 -1.290
```

total energy = -40517.5807 eV
orbital gap = 9.6636 eV
LUMO = 0.68 eV
energy above the lowest of the compared OMol25 structures with the same formula, charge and spin = 805.7 kJ/mol
HOMO level = -8.981 eV

4.
The following is a quantum chemistry calculation of C24H34NO6PdS2 as an isolated structure at a distorted geometry, from the Open Molecules 2025 dataset.

XYZ file:
```
68
C24H34NO6PdS2 ωB97M-V/def2-TZVPD
Pd 1.040 -0.416 -0.135
C -0.336 0.756 -2.116
C -1.486 0.235 -1.436
C -1.491 0.843 -0.122
C -0.267 1.600 -0.025
C 0.425 1.602 -1.267
C 1.540 2.520 -1.694
C 2.663 2.576 -0.655
C 0.890 3.916 -1.815
C 2.110 2.110 -3.053
C -2.565 0.923 0.950
C -2.928 -0.440 1.566
C -2.118 1.844 2.097
C -3.818 1.555 0.314
C -2.433 -0.673 -2.192
C -3.253 -1.621 -1.314
C -1.624 -1.546 -3.176
C -3.370 0.239 -3.014
H -0.115 0.596 -3.158
H 0.001 2.209 0.821
H 2.298 2.845 0.336
H 3.387 3.330 -0.965
H 3.186 1.622 -0.569
H 0.523 4.269 -0.850
H 0.059 3.911 -2.523
H 1.637 4.624 -2.173
H 2.482 1.084 -3.045
H 2.948 2.762 -3.295
H 1.376 2.214 -3.854
H -2.057 -0.924 1.998
H -3.391 -1.117 0.853
H -3.647 -0.256 2.365
H -1.241 1.462 2.620
H -2.927 1.898 2.824
H -1.923 2.862 1.754
H -4.309 0.889 -0.390
H -3.584 2.492 -0.196
H -4.531 1.777 1.109
H -2.614 -2.197 -0.643
H -3.776 -2.324 -1.960
H -4.008 -1.104 -0.729
H -0.810 -2.071 -2.672
H -1.216 -0.977 -4.011
H -2.288 -2.297 -3.600
H -4.011 0.848 -2.378
H -4.004 -0.391 -3.639
H -2.804 0.903 -3.669
O 3.125 -3.849 0.286
S 2.404 -2.715 0.772
O 2.963 -1.390 0.338
O 0.985 -2.689 0.327
C 2.595 -2.652 2.532
C 3.188 -3.757 3.115
C 3.530 -3.730 4.462
C 3.297 -2.597 5.214
C 2.692 -1.484 4.638
C 2.339 -1.499 3.301
S 1.408 -0.093 2.724
O 0.980 0.628 3.881
O 2.155 0.714 1.739
O 0.301 -0.733 1.945
H 3.400 -4.622 2.504
H 3.990 -4.599 4.913
H 3.573 -2.573 6.259
H 2.469 -0.605 5.225
N 2.336 -2.255 -2.576
C 1.844 -1.356 -2.051
H 2.807 -3.105 -2.825
```

charge = +1
total energy = -64353.7567 eV
orbital gap (spin up / spin down) = 10.0337 / 5.9990 eV
LUMO (spin up / spin down) = -2.26 / -6.43 eV
2S+1 = 5
energy above the lowest of the compared OMol25 structures with the same formula, charge and spin = 68.2 kJ/mol
HOMO level (spin up / spin down) = -12.291 / -12.425 eV